ORCA calculation (ωB97M-V/def2-TZVPD) on C21H17BrN3O2Zr as an isolated structure in a non-equilibrium geometry.

CARTESIAN COORDINATES (ANGSTROEM)
Zr: 0.136 0.630 0.129
O: -4.090 2.374 -3.509
C: -3.063 2.283 -2.651
C: -1.829 1.721 -2.918
C: -0.915 1.633 -1.918
N: -1.288 1.965 -0.610
C: -2.394 2.723 -0.327
Br: -2.555 3.774 1.257
C: -3.345 2.815 -1.339
H: -3.821 2.180 -4.453
H: -1.451 1.447 -3.928
H: 0.153 1.401 -2.023
H: -4.283 3.401 -1.199
C: 1.375 -3.037 1.473
C: 1.943 -2.764 2.706
C: 1.546 -1.565 3.331
C: 0.673 -0.665 2.710
N: 0.006 -1.039 1.511
C: 0.379 -2.197 0.942
C: 0.527 0.727 3.152
C: 0.442 1.115 4.580
C: -0.031 2.373 4.860
C: -0.465 3.174 3.782
C: -0.011 2.946 2.478
C: 0.440 1.657 2.092
H: 1.694 -3.818 0.849
H: 2.762 -3.371 3.109
H: 1.955 -1.342 4.307
H: -0.218 -2.532 0.011
H: 0.752 0.429 5.396
H: -0.229 2.641 5.918
H: -0.940 4.113 4.093
H: -0.095 3.752 1.746
O: 1.217 -0.358 -1.208
N: 1.258 -1.420 -2.156
C: 0.409 -1.387 -3.217
C: 0.662 -2.379 -4.178
C: 1.579 -3.415 -3.985
C: 2.178 -3.535 -2.702
C: 2.065 -2.450 -1.798
H: -0.303 -0.613 -3.267
H: 0.154 -2.392 -5.146
H: 1.728 -4.198 -4.727
H: 2.727 -4.401 -2.381
H: 2.564 -2.396 -0.794

Output
HOMO level (alpha / beta)   -12.57 / -13.61 eV
Kohn-Sham gap (alpha / beta)   5.73 / 6.73 eV
Spin multiplicity   2
Charge   +2

ORCA calculation (ωB97M-V/def2-TZVPD) on an isolated molecule of C21H17ClN4 in a non-equilibrium geometry.

CARTESIAN COORDINATES (ANGSTROEM)
C: -0.274 2.363 4.006
C: -0.335 3.004 2.639
C: 1.083 3.524 2.289
N: 2.112 2.671 1.707
C: 2.058 1.348 1.549
C: 3.340 0.689 1.398
C: 3.458 -0.766 1.269
C: 2.290 -1.496 1.356
Cl: 2.397 -3.209 1.260
C: 0.997 -0.869 1.300
C: 0.886 0.573 1.252
N: -0.370 1.136 0.969
C: -1.351 0.835 0.076
C: -1.491 -0.329 -0.939
C: -2.770 -0.742 -1.235
C: -3.045 -1.693 -2.189
C: -2.027 -2.299 -2.931
C: -2.253 -3.386 -3.745
C: -1.208 -3.849 -4.529
C: 0.037 -3.235 -4.382
C: 0.260 -2.309 -3.401
C: -0.760 -1.819 -2.590
C: -0.466 -0.774 -1.723
N: -2.336 1.666 0.151
N: -2.081 2.521 1.004
C: -0.949 2.260 1.537
H: -1.244 1.918 4.232
H: 0.567 1.665 4.010
H: -0.077 3.091 4.752
H: -0.977 3.859 2.926
H: 1.095 4.436 1.717
H: 1.489 3.896 3.129
H: 3.078 3.009 1.728
H: 4.160 1.297 1.146
H: 4.412 -1.275 1.163
H: 0.033 -1.330 1.321
H: -3.696 -0.334 -0.755
H: -4.127 -1.956 -2.323
H: -3.209 -3.879 -4.056
H: -1.355 -4.565 -5.304
H: 0.946 -3.357 -5.034
H: 1.164 -1.917 -3.203
H: 0.538 -0.374 -1.547

Output
HOMO level   -7.99 eV
Kohn-Sham gap   8.20 eV

ORCA calculation (ωB97M-V/def2-TZVPD) on C21H17N7OS7Ti as an isolated structure in a non-equilibrium geometry.

CARTESIAN COORDINATES (ANGSTROEM)
Ti: -0.446 -0.179 0.362
O: -7.109 1.069 2.352
C: -6.009 0.900 1.868
S: -5.470 -0.614 1.146
C: -3.861 -0.081 0.680
C: -3.530 1.185 0.982
S: -2.005 1.918 0.598
S: -4.751 2.133 1.823
S: -2.804 -1.141 -0.199
C: 2.184 4.871 0.599
C: 2.101 4.466 1.927
C: 1.567 3.236 2.267
C: 1.098 2.367 1.269
C: 1.195 2.776 -0.065
C: 1.724 4.012 -0.390
N: 0.544 1.124 1.558
N: 0.623 0.799 2.854
C: 0.031 -0.339 3.130
C: 0.078 -0.858 4.466
C: -0.531 -2.026 4.761
C: -1.218 -2.726 3.731
C: -1.245 -2.201 2.480
N: -0.640 -1.025 2.141
H: 2.598 5.839 0.341
H: 2.451 5.126 2.713
H: 1.493 2.926 3.298
H: 0.848 2.118 -0.852
H: 1.777 4.305 -1.432
H: 0.619 -0.279 5.203
H: -0.499 -2.427 5.767
H: -1.724 -3.661 3.928
H: -1.766 -2.691 1.671
S: -0.044 -2.557 -0.693
C: 1.626 -2.204 -0.747
S: 2.096 -0.919 0.279
C: 2.514 -2.859 -1.621
C: 2.025 -3.671 -2.671
N: 1.644 -4.255 -3.597
C: 3.904 -2.569 -1.657
N: 5.037 -2.355 -1.736
C: 2.377 0.530 -3.033
N: 1.456 -0.388 -3.682
C: 0.146 -0.462 -3.397
S: -0.615 0.658 -2.363
N: -0.530 -1.429 -4.046
C: -1.916 -1.768 -3.775
H: 3.365 0.361 -3.458
H: 2.425 0.364 -1.957
H: 2.067 1.558 -3.218
H: 1.868 -1.205 -4.106
H: 0.037 -2.205 -4.372
H: -1.993 -2.515 -2.987
H: -2.364 -2.153 -4.693
H: -2.449 -0.880 -3.448

Output
HOMO level   -1.06 eV
Kohn-Sham gap   5.56 eV
Charge   -2

ORCA calculation (ωB97M-V/def2-TZVPD) on C21H18BrCl3IrNO2 as an isolated structure in a non-equilibrium geometry.

CARTESIAN COORDINATES (ANGSTROEM)
Ir: -0.652 -0.879 -1.098
Br: -3.307 -0.973 -1.148
C: -3.449 0.827 -0.387
C: -4.654 1.230 0.122
C: -4.765 2.513 0.675
C: -3.687 3.354 0.677
C: -2.447 2.951 0.141
C: -1.339 3.822 0.121
C: -0.143 3.429 -0.418
C: 0.004 2.133 -0.926
C: -1.031 1.217 -0.886
C: -2.295 1.635 -0.387
H: -5.507 0.570 0.103
H: -5.708 2.827 1.095
H: -3.760 4.346 1.098
H: -1.464 4.816 0.522
H: 0.695 4.110 -0.463
H: 0.949 1.865 -1.379
Cl: -0.992 -1.768 -4.721
C: 0.203 -0.461 -4.698
Cl: -0.613 1.043 -4.204
Cl: 0.919 -0.251 -6.287
C: 1.331 -0.764 -3.612
O: 2.455 -0.412 -3.862
O: 0.892 -1.345 -2.588
C: 2.860 -0.147 -0.049
N: 3.234 -1.476 0.330
C: 4.207 -1.563 1.378
C: 2.200 -2.473 0.269
C: 1.073 -2.228 1.265
C: 1.278 -2.615 2.585
C: 0.321 -2.373 3.553
C: -0.855 -1.736 3.200
C: -1.068 -1.362 1.883
C: -0.118 -1.602 0.885
H: 3.758 0.453 -0.191
H: 2.228 0.338 0.709
H: 2.305 -0.187 -0.986
H: 5.075 -0.961 1.109
H: 4.526 -2.596 1.505
H: 3.822 -1.192 2.338
H: 2.658 -3.447 0.458
H: 1.792 -2.459 -0.747
H: 2.194 -3.121 2.856
H: 0.493 -2.680 4.574
H: -1.612 -1.535 3.943
H: -2.006 -0.872 1.644

Output
HOMO level (alpha / beta)   -7.78 / -7.78 eV
Kohn-Sham gap (alpha / beta)   6.20 / 6.16 eV

ORCA calculation (ωB97M-V/def2-TZVPD) on C21H18Cl2N2O5STa as an isolated structure in a non-equilibrium geometry.

CARTESIAN COORDINATES (ANGSTROEM)
Ta: -0.715 -0.572 -0.621
O: -2.014 -0.617 -2.051
N: -3.326 -0.913 -2.015
C: -3.961 -1.264 -3.147
C: -5.292 -1.595 -3.074
C: -5.941 -1.558 -1.842
C: -5.246 -1.198 -0.695
C: -3.905 -0.883 -0.792
S: -2.863 -0.499 0.563
H: -3.368 -1.266 -4.050
H: -5.810 -1.885 -3.977
H: -6.987 -1.824 -1.773
H: -5.725 -1.178 0.274
C: 3.946 2.881 1.130
O: 2.525 2.585 1.194
C: 1.915 2.127 0.113
C: 2.574 1.618 -1.023
C: 1.870 1.108 -2.094
C: 0.471 1.141 -2.108
C: -0.207 1.677 -1.002
C: 0.518 2.131 0.112
N: -0.198 2.587 1.264
C: 0.019 2.172 2.477
C: 0.796 1.031 2.844
C: 1.451 1.092 4.084
C: 2.277 0.064 4.499
C: 2.419 -1.067 3.703
C: 1.731 -1.180 2.495
C: 0.936 -0.143 2.080
O: 0.218 -0.315 0.900
H: 4.172 3.404 2.052
H: 4.157 3.524 0.277
H: 4.522 1.958 1.078
H: 3.654 1.614 -1.052
H: 2.409 0.714 -2.945
H: -0.078 0.817 -2.981
H: -1.262 1.924 -1.076
H: -0.807 3.393 1.142
H: -0.429 2.765 3.269
H: 1.329 1.972 4.704
H: 2.793 0.134 5.447
H: 3.044 -1.886 4.033
H: 1.794 -2.078 1.893
Cl: 0.269 -5.087 -2.393
C: 1.264 -3.680 -2.212
Cl: 2.539 -3.863 -0.971
C: 0.479 -2.509 -1.705
O: 0.722 -1.314 -2.075
O: -0.435 -2.631 -0.805
H: 1.756 -3.426 -3.147

Output
HOMO level   -18.24 eV
Kohn-Sham gap   7.68 eV
Charge   +3